73
Properties=species:S:1:pos:R:3:forces:R:3 method="wB97M-V/def2-TZVPD" total_charge=+2 total_energy_ev=-51114.2120 multiplicity=1 lumo_energy_ev=-11.9
Tl -0.020860 3.937235 1.213404 -0.29 -0.21 0.24
C -0.155216 0.309874 -0.996876 0.52 -1.15 0.78
O -0.217391 1.242612 -0.032067 -0.64 -0.22 -0.37
H -1.109634 -0.007593 -1.446620 -0.37 0.58 -0.20
H 0.444933 0.649711 -1.871105 0.13 0.48 -0.20
H 0.367939 -0.608920 -0.680825 0.08 0.12 0.03
C 2.879785 1.379150 -5.801040 1.23 -0.20 -0.31
C 1.921857 1.514225 -4.660789 -2.09 -1.42 -0.81
O 0.908253 2.475334 -4.967418 0.22 0.72 0.82
H 3.425056 2.309293 -5.975961 0.24 -0.08 0.45
H 2.497031 1.162526 -6.802031 -0.77 -0.20 0.36
H 3.562003 0.552443 -5.579732 0.25 0.27 -0.06
H 2.380387 1.588817 -3.674733 0.09 1.09 -0.19
H 1.296436 0.600359 -4.543166 0.72 -0.40 -0.11
H 0.521713 2.168592 -5.793378 0.05 0.17 -0.10
C 3.407564 -0.720479 -1.715782 -0.41 1.19 0.69
C 4.299686 -1.875132 -2.058865 0.21 -0.63 -0.55
O 3.907134 -3.015742 -1.288430 0.13 0.54 -0.15
H 3.631354 0.241500 -2.185364 0.20 -0.29 -0.38
H 3.500821 -0.472948 -0.648307 0.17 -0.21 0.06
H 2.338687 -0.913793 -1.843364 0.09 -0.34 -0.41
H 5.354544 -1.615437 -1.916200 -0.08 -0.01 0.41
H 4.258083 -2.187537 -3.105587 -0.33 0.16 0.01
H 3.499878 -2.636443 -0.505053 0.12 -0.32 0.26
C 2.121928 -3.593047 1.464039 0.49 0.06 0.18
C 0.604576 -3.430938 1.635360 1.85 -0.60 -0.38
O 0.253765 -3.612554 2.986575 -0.97 -0.05 0.05
H 2.450740 -4.382351 2.141829 -0.16 -0.12 -0.04
H 2.764722 -2.742497 1.716188 -0.33 0.27 -0.05
H 2.384264 -3.940306 0.464159 -0.12 0.10 -0.06
H 0.277615 -4.292252 1.051361 -0.94 0.13 0.38
H 0.223931 -2.510441 1.179277 -0.17 0.04 0.12
H 0.513388 -2.875047 3.542697 0.23 0.05 -0.13
C -3.377640 -2.553521 1.484386 -0.20 0.08 1.23
O -3.520409 -1.771359 2.426816 0.58 0.20 -0.95
N -3.689005 -3.858288 1.606525 0.00 -0.42 -0.47
N -2.917561 -2.201241 0.224094 -0.89 -0.31 0.60
H -3.499241 -4.504358 0.863154 -0.01 -0.16 0.03
H -3.978978 -4.256883 2.482066 -0.09 0.33 0.10
H -2.907403 -2.978436 -0.409057 0.56 0.34 -0.60
H -2.294370 -1.425075 0.151462 0.26 -0.07 -0.10
C -3.478439 2.003888 1.505827 -1.17 -0.24 2.28
O -2.888817 2.938722 2.060121 0.55 -0.25 -1.18
N -3.042223 1.366389 0.392387 1.96 0.18 -1.43
N -4.560884 1.434172 2.075092 -0.17 0.37 0.07
H -2.297324 1.803148 -0.141170 -0.16 0.50 -0.02
H -3.446349 0.541352 -0.016678 -0.53 -0.14 0.31
H -4.887811 1.838311 2.940333 0.00 -0.05 -0.15
H -5.144173 0.760211 1.612916 0.04 -0.11 0.05
C -0.830739 0.993425 4.069976 -0.64 0.35 -0.86
O -0.557905 2.120573 3.625345 0.23 -0.38 -0.28
N -0.489997 0.610665 5.312641 0.37 0.09 0.30
N -1.542032 0.059883 3.374793 0.32 -0.86 0.47
H -0.614352 -0.334323 5.622429 -0.09 -0.03 0.16
H -0.030357 1.264770 5.922970 -0.05 0.03 -0.05
H -1.772125 -0.809904 3.831245 -0.24 0.07 0.03
H -1.775681 0.016015 2.399711 0.05 0.82 0.02
C -2.219779 3.565992 -2.410118 1.15 2.14 0.26
O -1.786867 3.655917 -1.240403 -0.57 -0.56 -0.02
N -2.770795 4.618243 -3.077000 0.13 -1.45 0.33
N -1.941339 2.491799 -3.159522 -0.28 -1.12 0.03
H -3.022897 5.462869 -2.598863 -0.11 0.01 -0.01
H -3.110720 4.383577 -3.990717 -0.32 0.74 -0.17
H -1.478967 1.733408 -2.696105 0.05 0.06 -0.21
H -2.246438 2.358005 -4.105407 0.03 0.07 -0.09
C 2.284608 0.865574 2.282982 0.42 0.09 1.96
O 2.276077 1.934447 1.668593 -0.13 -0.16 -0.44
N 1.450248 -0.155002 1.943118 -0.44 0.25 -1.48
N 3.039536 0.656120 3.394844 -0.48 0.87 -1.22
H 0.865791 0.196710 1.187065 -0.20 -0.47 0.39
H 0.991257 -0.717319 2.638297 0.07 0.04 0.18
H 3.616727 1.446816 3.634259 0.27 -0.40 0.43
H 3.102435 -0.253515 3.809384 0.31 0.03 0.20